{"formula": "CH3NO", "method": "ωB97M-V with the def2-TZVPD basis set", "species": ["C", "N", "O", "H", "H", "H"], "coordinates": [[-0.2069, 0.2231, -0.2934], [0.6660, -0.8177, 0.0001], [1.0970, 0.5627, 0.2004], [-0.4924, 0.4244, -1.3770], [-1.4494, 0.8793, 0.6607], [0.3857, -1.2717, 0.8092]], "relative_energy_ev": 4.958, "orbital_gap_ev": [8.069, 7.614], "multiplicity": 3, "charge": 0, "e_tot_ha": -169.5482}



{"formula": "Br2H2NOP", "method": "ωB97M-V with the def2-TZVPD basis set", "species": ["N", "P", "O", "Br", "Br", "H", "H"], "coordinates": [[1.3858, -0.3291, -0.1145], [-0.6895, -0.0065, 0.4111], [-0.9511, 0.0759, 1.8264], [-1.4182, 1.7482, -0.7142], [-1.5652, -1.7488, -0.5738], [1.8465, 0.4831, 0.2914], [1.3917, -0.2228, -1.1265]], "relative_energy_ev": 1.646, "orbital_gap_ev": [9.612, 9.612], "charge": 0, "e_tot_ha": -5620.6172, "smiles": "NP(=O)(Br)Br"}



{"formula": "C2H4NO2P", "method": "ωB97M-V with the def2-TZVPD basis set", "species": ["C", "C", "N", "O", "O", "P", "H", "H", "H", "H"], "coordinates": [[0.5212, -0.0313, 0.8393], [-0.1621, 0.5749, -0.5109], [1.0820, 2.7553, 0.4489], [1.5961, 3.5595, 1.1978], [0.3208, 0.6733, 1.9097], [0.4727, 2.2814, -0.9152], [0.0209, -0.9188, 0.7174], [1.5336, -0.2447, 0.4798], [0.1283, -0.2743, -1.1803], [-1.2104, 0.6405, -0.5148]], "relative_energy_ev": 7.151, "orbital_gap_ev": [6.200, 6.203], "charge": 0, "e_tot_ha": -624.9685}



{"formula": "CH5N2O", "method": "ωB97M-V with the def2-TZVPD basis set", "species": ["N", "C", "N", "O", "H", "H", "H", "H", "H"], "coordinates": [[-1.5532, -0.0569, -0.1387], [-0.2848, -0.4961, 0.0219], [0.7324, 0.3360, -0.1225], [1.9195, -0.2357, 0.1148], [-2.1058, -0.8720, -0.0393], [-1.9308, 0.8387, -0.3922], [-0.0173, -1.5829, 0.3065], [0.6769, 1.3053, 0.0499], [2.5630, 0.7636, 0.1995]], "relative_energy_ev": 3.188, "orbital_gap_ev": 10.528, "charge": 1, "e_tot_ha": -225.4899, "smiles": "N/C=[NH+]/O"}



{"formula": "C4H7FO", "method": "ωB97M-V with the def2-TZVPD basis set", "species": ["C", "C", "C", "C", "H", "H", "H", "H", "H", "H", "H", "O", "F"], "coordinates": [[-1.1939, 0.6468, 0.6106], [-0.0048, -0.3890, 0.5481], [1.1355, 0.0141, -0.2580], [2.3651, 0.1963, 0.3371], [-2.2175, 0.3075, -1.1041], [-1.0863, 1.7120, 0.9380], [-2.1398, -0.0465, 0.9312], [0.3372, -1.0261, 1.2561], [0.9473, -0.0514, -1.4152], [2.5237, 0.0608, 1.3798], [3.3863, 0.5888, 0.0231], [-1.3982, 1.1307, -0.7444], [-0.4863, -1.4889, -0.3866]], "relative_energy_ev": 3.994, "orbital_gap_ev": 10.458, "charge": 0, "e_tot_ha": -331.5626}



{"formula": "C2H6N2O3", "method": "ωB97M-V with the def2-TZVPD basis set", "species": ["C", "O", "C", "N", "O", "N", "O", "H", "H", "H", "H", "H", "H"], "coordinates": [[-2.4601, -0.1077, 0.1820], [-1.2805, -0.8504, -0.4613], [-0.1646, -0.1793, 0.1252], [-0.0927, 1.0142, -0.1064], [0.8014, 1.9302, 0.0363], [0.9164, -0.9928, 0.4715], [2.1102, -0.7206, -0.2869], [-2.1798, 0.4223, 1.2576], [-2.7125, 0.8626, -0.4541], [-3.5491, -0.6923, -0.0646], [1.6307, 1.3312, -0.0949], [0.7364, -2.0576, 0.4087], [3.0087, -1.1677, 0.2443]], "relative_energy_ev": 8.612, "orbital_gap_ev": 8.889, "charge": 0, "e_tot_ha": -414.7791, "smiles": "CO/C(=N/O)NO"}



{"formula": "C3H10O3S", "method": "ωB97M-V with the def2-TZVPD basis set", "species": ["C", "O", "C", "C", "S", "H", "H", "H", "H", "H", "H", "H", "H", "O", "H", "H", "O"], "coordinates": [[-0.5412, -0.2575, -0.6350], [-0.8516, -0.8520, -1.8307], [0.9284, -0.1693, -0.2416], [1.0539, 0.0371, 1.3100], [2.4556, 0.9742, 1.9443], [-1.1874, -0.7108, 0.1503], [-0.9087, 0.8035, -0.6052], [1.4265, -1.1185, -0.4525], [1.4780, 0.6767, -0.6575], [0.1264, 0.5504, 1.6170], [1.0374, -0.9785, 1.7232], [-2.4843, 1.1726, 1.4308], [-1.9933, 0.0349, 2.0482], [-2.8725, 0.4763, 1.9559], [-1.2596, -0.8698, -3.0988], [-2.4313, -1.0150, -4.0997], [-1.4742, -1.0047, -4.1578]], "relative_energy_ev": 1.296, "orbital_gap_ev": 5.740, "charge": -2, "e_tot_ha": -744.1382}



{"formula": "C2H6N4S", "method": "ωB97M-V with the def2-TZVPD basis set", "species": ["C", "C", "H", "H", "H", "H", "H", "H", "N", "N", "N", "N", "S"], "coordinates": [[-1.2559, 0.0020, -0.2370], [1.6784, 0.0333, -0.0413], [-3.3760, 0.0573, 0.7274], [-2.6314, -1.6943, 0.0946], [-1.8058, 1.9091, -0.2084], [3.4698, -0.3205, 0.3932], [2.2995, -1.5808, 0.8186], [0.6296, 1.5985, -0.5275], [-2.3484, -0.7417, 0.0456], [-0.9899, 1.2916, -0.1503], [2.5943, -0.8288, 0.0810], [1.6021, 1.3642, -0.3887], [0.1337, -1.0899, -0.6072]], "relative_energy_ev": 4.386, "orbital_gap_ev": 8.473, "charge": 0, "e_tot_ha": -696.8649}